[1]
11
Properties=species:S:1:pos:R:3:forces:R:3 method="wB97M-V/def2-TZVPD" orbital_gap_ev=9.89 e_lumo_ev=1.02 smiles="C=CN.O" e_above_lowest_kcal_mol=20.8 largest_force_ev_per_a=0.7
C 1.361393 -0.070444 1.117696 0.0736 -0.1954 0.2723
C 0.809030 -0.795697 0.152006 0.1267 0.0491 -0.3099
N 0.148573 -0.233536 -0.956350 -0.2875 0.1623 0.5925
H 1.124139 0.968508 1.316981 0.2646 0.0757 -0.4870
H 2.082942 -0.543961 1.766924 -0.3147 -0.0906 0.3627
H 0.875376 -1.878531 0.156993 0.2472 -0.0223 -0.0488
H 0.735480 0.418394 -1.446287 -0.1323 0.0955 -0.2032
H -0.322171 -0.880383 -1.564239 0.1002 -0.0654 -0.1320
O -2.537556 0.736106 -0.294200 0.0717 0.4278 0.2010
H -1.567548 0.655047 -0.297572 -0.1296 -0.1289 -0.1477
H -2.709660 1.624499 0.048044 -0.0199 -0.3077 -0.0999

[2]
64
Properties=species:S:1:pos:R:3:forces:R:3 method="wB97M-V/def2-TZVPD" orbital_gap_ev=5.33 charge=-2 e_lumo_ev=4.36 e_above_lowest_kcal_mol=0.0 largest_force_ev_per_a=2.5
C -0.235260 -1.251727 -3.503759 -0.6268 1.2353 -0.2316
C 0.605794 -0.106944 -3.676201 -0.9252 -0.1896 -0.0852
C -0.217809 1.050398 -3.738046 -0.6332 -0.9894 0.5297
C 2.069887 -0.102313 -3.913925 0.5720 0.0470 0.4549
C -1.579051 0.638406 -3.606409 1.0322 -0.9469 -0.1054
C -1.601122 -0.787607 -3.461495 1.1310 0.7854 -0.3106
C -2.811340 -1.637364 -3.424629 -0.5773 -0.3050 0.1929
C 0.200547 -2.666596 -3.504354 0.3304 -0.6023 0.2024
C 0.243039 2.434860 -4.016760 0.2823 0.4969 0.3451
C -2.746463 1.533844 -3.759950 -0.4605 0.3704 0.3270
Ti -0.604141 -0.179799 -1.377411 1.6839 -0.2881 0.2250
Cl 4.371513 1.372398 -0.718245 0.3816 0.2008 -0.0427
Cl 1.622099 -0.833748 -0.921761 0.0498 0.0890 -0.5123
O -2.263690 0.537571 -0.847792 -0.6751 1.7072 0.1324
H 2.523745 -1.044756 -3.578254 -0.0768 0.3539 -0.1000
H 2.560090 0.708804 -3.344798 -0.0604 -0.4117 -0.1693
H 2.288224 0.037603 -4.981000 -0.0526 -0.0087 0.0165
H 1.218030 2.620034 -3.535693 -0.3322 0.0300 -0.2040
H -0.476061 3.171753 -3.623313 0.2931 -0.1633 -0.1591
H 0.354854 2.610286 -5.098888 -0.0105 -0.0108 0.1906
H -2.589171 2.484812 -3.220028 -0.1493 -0.3344 -0.1924
H -3.656348 1.065193 -3.358988 0.2209 0.1992 -0.0917
H -2.913555 1.773741 -4.823576 -0.0192 -0.0336 0.2260
H -3.631781 -1.127441 -2.890354 0.2413 -0.2323 -0.1446
H -2.611348 -2.591294 -2.912601 -0.0927 0.3003 -0.1145
H -3.160535 -1.866045 -4.445445 -0.0103 -0.0122 0.2011
H 1.171089 -2.776227 -2.992312 -0.3571 0.0476 -0.1387
H 0.309918 -3.043480 -4.534448 -0.0313 0.0150 0.1660
H -0.523833 -3.306774 -2.978072 0.2292 0.1853 -0.1218
H -2.254204 1.385468 -0.349502 -0.0396 -0.9427 -0.4384
O -1.091729 -1.761596 -0.688472 -2.1637 -1.2404 0.2622
H -1.986292 -1.594926 -0.279786 1.3272 -0.1858 -0.5447
C 4.261153 0.091065 3.482900 -0.3244 -0.1085 -0.2111
C 3.095978 -0.750592 2.980220 0.4687 -0.2069 -0.1222
C 3.410133 -1.882690 2.229241 -0.0420 -0.3733 -0.1910
C 2.399529 -2.721170 1.765447 -0.0363 0.1867 0.4204
C 1.072672 -2.416701 2.045594 -0.0205 0.0557 0.0120
C 0.713405 -1.257003 2.766373 2.1775 -0.5288 -0.4581
N -0.625909 -1.058368 3.009920 -1.9357 -0.1174 0.7610
C -1.331001 0.129159 3.229981 0.2067 1.3070 0.1468
C -2.275324 0.175662 4.279422 -0.0210 -0.0601 -0.0186
C -2.956462 1.349294 4.613980 0.0793 -0.0499 -0.3728
C -2.718651 2.519643 3.891202 -0.0681 -0.1035 0.2253
C -1.812499 2.499377 2.830941 -0.2361 0.2314 0.5468
C -1.104408 1.346078 2.497111 -0.9763 -0.2223 -0.3052
C -0.458858 1.390770 1.107961 1.2297 -0.9940 1.8632
O -0.164825 2.430318 0.566256 -0.5752 2.0818 -0.7350
O -0.229913 0.248204 0.664955 -0.5304 -0.7926 -0.8818
C 1.762741 -0.425488 3.277624 -0.4018 -0.6835 -0.3250
C 1.458140 0.728246 4.183477 -0.0761 0.9013 -0.1009
H 4.179581 1.107383 3.101143 0.0338 0.1065 0.0284
H 4.289862 0.109053 4.572117 -0.0324 0.1221 0.1634
H 5.221459 -0.301459 3.140681 -0.2170 -0.0687 -0.1089
H 4.456025 -2.130228 1.994291 -0.5245 0.3175 0.1173
H 2.655497 -3.606242 1.176216 -0.1865 0.3200 0.1526
H 0.295167 -3.079361 1.652085 0.0974 0.4187 0.0692
H -1.221109 -1.891216 3.071627 0.7333 0.5683 -0.1047
H -2.467506 -0.732072 4.866482 0.1885 0.2965 -0.2462
H -3.681949 1.349412 5.433042 0.2509 -0.0626 -0.2388
H -3.256077 3.436615 4.143068 0.1513 -0.2313 -0.0719
H -1.677014 3.421785 2.245119 0.1621 -0.7119 0.1161
H 0.951796 1.556260 3.650615 0.1120 -0.4384 0.2826
H 0.828702 0.418700 5.019657 -0.2317 0.0350 -0.0533
H 2.344557 1.199007 4.617506 0.0640 -0.3608 -0.1247

[3]
20
Properties=species:S:1:pos:R:3:forces:R:3 method="wB97M-V/def2-TZVPD" orbital_gap_ev=9.16 e_lumo_ev=0.52 smiles=CNCCCS.O e_above_lowest_kcal_mol=57.1 largest_force_ev_per_a=3.5
C -0.635468 -0.141127 0.821621 1.7882 -2.1973 -0.7609
N 0.876494 -0.082144 0.705594 -0.2173 2.4241 2.5289
C 1.212577 1.025565 -0.179443 -2.3486 0.9865 -1.8550
C 2.394905 0.768923 -1.091632 -1.1772 0.9997 -0.2596
C 2.373215 -0.659799 -1.592600 -0.4220 -0.0486 -2.6697
S 0.760929 -1.516926 -1.890734 -0.0397 0.1102 -0.4594
H -0.716536 -0.655221 -0.115704 -1.3283 -0.0337 -0.7776
H -0.796939 -0.995658 1.499776 -0.6781 1.0243 0.4568
H -1.298543 0.742694 0.777060 0.7131 -0.1859 0.8522
H 1.273725 0.142236 1.638535 -0.2756 -0.3480 -0.6540
H 0.272995 1.119193 -0.795031 0.9817 -0.6585 -0.4124
H 1.109512 2.104415 0.095751 0.9568 -0.6471 1.2181
H 2.405228 1.597225 -1.822921 -0.2984 -0.7173 -0.3420
H 3.295991 0.983132 -0.571062 1.0787 -0.3448 0.7115
H 2.856415 -0.849993 -2.590993 0.1059 0.6068 1.2456
H 2.797185 -1.256622 -0.860383 1.1357 -1.1804 1.1574
H 0.870006 -2.453579 -0.937318 0.0233 0.2113 0.0213
O -6.810829 0.092933 2.312442 2.8742 -0.0070 -1.6954
H -6.079886 0.141996 1.598657 -2.2467 0.0897 0.8670
H -6.160975 -0.107243 2.998383 -0.6259 -0.0841 0.8272

[4]
68
Properties=species:S:1:pos:R:3:forces:R:3 method="wB97M-V/def2-TZVPD" orbital_gap_ev=4.77 charge=-1 e_lumo_ev=-0.07 e_above_lowest_kcal_mol=121.3 largest_force_ev_per_a=0.6
Ga 0.058215 -0.489628 0.028525 0.2640 -0.1830 0.3459
O -1.818123 -4.778130 4.603401 0.2149 0.1087 -0.0279
C -0.859700 -4.562864 3.852288 0.0612 -0.2859 0.1114
O 0.309211 -5.058067 3.861953 -0.2634 0.0914 0.0231
C -1.043245 -3.574845 2.691187 -0.1014 0.1718 0.0537
C -1.962298 -2.597726 2.660840 0.0792 0.0574 -0.2042
C -2.218244 -1.601267 1.575036 0.2631 -0.2908 0.1590
N -1.528961 -1.327943 0.555988 -0.5320 0.3078 -0.1582
C 0.764389 -3.028027 1.065155 0.1608 -0.0504 -0.1207
C -0.133604 -3.854412 1.595051 -0.0694 -0.0052 -0.0401
C 2.140840 -2.330921 -0.989004 -0.0842 0.1251 -0.1116
O 3.296630 -2.453798 -1.313512 0.0510 0.0390 0.0389
O 1.325566 -1.369861 -1.251932 -0.0229 -0.2799 -0.1265
H -2.646477 -2.568517 3.505185 0.0259 0.0220 0.0000
H -3.161785 -1.037139 1.770062 -0.0173 -0.1942 -0.0779
H -0.220029 -4.858241 1.176144 -0.1062 0.0476 -0.0383
C 3.115036 -4.107650 2.638462 0.0647 0.1910 -0.0342
S 3.520381 -4.905430 1.068670 -0.1451 -0.1449 0.1973
C 2.237204 -4.705453 -0.007227 0.3114 0.1244 -0.0731
C 1.399363 -3.515569 -0.250806 -0.3557 0.0764 0.2044
S 1.276707 -1.499823 1.764556 0.1001 0.1776 -0.0677
S 0.104703 -3.949659 -1.504127 0.0144 0.0272 0.2253
C 0.686200 -5.472057 -1.981599 0.0080 0.1291 -0.1042
S 0.072809 -6.409847 -3.154224 0.0031 -0.1271 -0.0617
S 2.031359 -6.054181 -0.996010 -0.0136 -0.1872 -0.1797
H 3.886042 -4.510314 3.296505 -0.0224 0.0101 -0.0008
H 2.115134 -4.424952 2.970580 0.0185 -0.0155 0.0066
H 3.194093 -3.026769 2.569255 0.0004 0.0059 -0.0084
C 1.182093 3.881851 -2.033523 0.0302 -0.0099 -0.0755
C 1.090903 2.354863 -1.892263 0.0935 -0.0011 -0.0036
C 0.815324 1.758275 -3.281101 0.0409 -0.0302 -0.0046
C 2.471984 1.815726 -1.469515 -0.0078 0.0584 -0.0120
Si -0.272666 1.790509 -0.644657 0.1138 -0.0172 0.1417
C -0.183135 2.785991 1.018060 0.0017 -0.0291 0.0619
C 1.281623 2.925422 1.462951 -0.0288 0.0263 0.0382
C -0.886690 2.011812 2.151061 0.0199 0.0561 0.0093
C -0.801774 4.188483 0.930357 0.0073 -0.0018 0.0394
C -2.038184 1.851757 -1.429797 -0.0554 -0.0631 -0.0372
C -2.219855 0.680951 -2.416079 -0.0161 0.0378 -0.0179
C -2.325344 3.169511 -2.162239 -0.0586 -0.0022 -0.0277
C -3.111890 1.659792 -0.344929 0.0073 0.0182 -0.0067
H 1.917998 4.132027 -2.810262 -0.0386 -0.0057 0.0403
H 1.511619 4.361852 -1.110677 -0.0078 -0.0148 -0.0157
H 0.230155 4.333749 -2.323563 0.0374 -0.0203 -0.0002
H 1.660305 1.992775 -3.941427 -0.0352 -0.0125 0.0208
H -0.083498 2.165334 -3.744585 0.0191 0.0028 0.0081
H 0.723389 0.669116 -3.242640 0.0147 0.0357 0.0101
H 3.206575 2.074380 -2.244234 -0.0310 0.0046 0.0428
H 2.471931 0.729351 -1.370179 -0.0111 0.0242 -0.0345
H 2.824987 2.241103 -0.531341 -0.0101 0.0033 -0.0175
H 1.784205 1.955530 1.519306 -0.0175 0.0034 -0.0012
H 1.310206 3.366771 2.467759 -0.0031 -0.0142 -0.0446
H 1.863893 3.570798 0.805535 -0.0130 0.0073 0.0063
H -0.443332 1.026578 2.319809 0.0328 0.0141 -0.0180
H -1.950197 1.861432 1.978910 -0.0045 0.0120 -0.0129
H -0.774787 2.574638 3.087723 -0.0274 -0.0181 -0.0496
H -0.353560 4.795643 0.140460 0.0038 -0.0208 0.0234
H -0.652135 4.718028 1.881111 -0.0045 -0.0245 -0.0409
H -1.877512 4.146960 0.749436 0.0305 0.0075 0.0077
H -1.627768 0.791457 -3.323826 -0.0068 0.0014 0.0377
H -3.275071 0.621356 -2.713231 0.0472 0.0307 -0.0137
H -1.967963 -0.276912 -1.954614 -0.0520 0.0098 0.0298
H -1.672322 3.319476 -3.024414 -0.0297 -0.0172 0.0324
H -2.216689 4.037738 -1.507724 -0.0178 -0.0261 -0.0131
H -3.359393 3.162942 -2.532600 0.0424 0.0076 0.0084
H -2.953851 0.730095 0.208735 -0.0037 0.0382 -0.0474
H -4.095122 1.602524 -0.830441 0.0384 -0.0006 0.0276
H -3.145874 2.493410 0.358248 -0.0074 -0.0185 -0.0218

[5]
11
Properties=species:S:1:pos:R:3:forces:R:3 method="wB97M-V/def2-TZVPD" orbital_gap_ev=7.68 e_lumo_ev=-0.14 smiles="Oc1c[nH]c(=S)[nH]1" e_above_lowest_kcal_mol=74.4 largest_force_ev_per_a=5.6
O -0.108841 1.256677 -2.577646 1.4972 3.4403 -1.6110
C 0.179773 0.766968 -1.379000 1.0165 -1.1290 5.0964
C 1.294094 0.885273 -0.571130 2.3198 -0.1698 -2.9370
N 1.175332 0.088069 0.623499 -1.7576 -0.4644 2.7372
C -0.150736 -0.561502 0.647306 2.5136 4.2641 -2.5337
S -0.796178 -1.254119 1.938299 -0.7291 -1.0571 0.7942
N -0.733399 -0.038622 -0.518522 0.1346 -0.0506 -2.0875
H 0.460953 2.222460 -2.845921 -2.3652 -4.5037 1.7427
H 2.340498 0.988940 -1.294484 -2.7488 0.0337 2.9362
H 1.348780 0.349933 1.753895 0.0448 -0.4799 -4.5212
H -1.572974 -0.439425 -0.923021 0.0743 0.1164 0.3838

[6]
68
Properties=species:S:1:pos:R:3:forces:R:3 method="wB97M-V/def2-TZVPD" orbital_gap_ev=8.72 charge=+1 e_lumo_ev=-3.64 largest_force_ev_per_a=8.8
C 2.948929 -0.226691 3.367950 0.7028 0.0746 -1.6797
C 1.717526 -0.107895 2.254555 -2.6551 -2.3520 1.5124
Br 2.091611 1.197818 0.731980 -0.5471 -1.5998 1.8992
C 0.438519 -0.876269 2.335992 3.1774 2.0080 -0.3681
Br 0.108174 -2.117687 3.921263 0.3812 1.5960 -2.0951
P -0.975765 -0.773623 0.999354 0.2139 -0.9908 -0.2054
C -1.713341 0.981518 0.958827 -0.2539 1.6843 0.1093
C -2.265936 1.482253 -0.500340 -0.8002 1.0664 -0.7798
C -1.134579 2.137827 -1.488458 0.4002 0.1452 0.1381
C -1.323848 1.801721 -3.083145 0.1891 0.4892 0.2168
O -0.029216 2.184827 -3.738274 1.1990 -3.3159 0.5413
C 0.929432 1.065867 -3.686962 0.6318 -3.9024 -3.8755
O 1.055160 0.087195 -4.587819 -1.4066 6.5976 5.7242
C -0.257299 -1.190937 -0.762998 -0.5474 -0.8402 0.2186
C 0.400774 -2.695202 -0.614976 -0.3142 -0.9705 -0.2819
C -0.182550 -3.612825 -1.863770 0.4203 -0.2893 0.4749
C 2.040986 -2.721686 -0.580171 -0.4514 0.3163 0.2209
O -2.077251 -2.056305 1.379664 1.4456 3.5968 -0.5265
C -3.480421 -1.630740 1.419938 -2.6097 -1.0919 -0.4871
C -4.166529 -1.619924 -0.104893 -0.7910 -0.2925 0.5696
C -5.467344 -0.623495 -0.099929 -0.2883 -0.5772 0.9295
O -4.691656 -3.004259 -0.344798 1.1868 1.8034 -1.7530
H 2.896006 -1.194453 4.023423 -0.3461 2.0828 -1.2555
H 3.939626 -0.335412 2.710758 -2.1783 0.2662 1.3573
H 3.083864 0.768236 3.978723 -0.6211 -2.0512 -1.1646
H -2.565424 1.188871 1.747273 1.8531 -0.8057 -1.4199
H -0.828764 1.727873 1.251799 -1.7257 -1.8924 -0.5734
H -2.848342 0.677994 -1.118929 1.1067 1.2537 1.4417
H -3.052833 2.351531 -0.275840 1.7017 -2.0358 -0.3350
H -0.079065 1.742732 -1.174110 -1.9342 0.7194 -0.6185
H -1.092862 3.321832 -1.357607 -0.1606 -2.6641 -0.2550
H -1.478606 0.669696 -3.338587 -0.1557 2.1365 0.6742
H -2.135616 2.508818 -3.584196 1.7302 -1.7770 1.0887
H 1.706240 1.043953 -2.781129 -1.7605 0.4749 -1.7950
H -1.195958 -1.250564 -1.496755 1.9386 0.2600 1.7260
H 0.479777 -0.372847 -1.158659 -1.3894 -1.6141 1.0160
H 0.031826 -3.248830 0.376198 0.6076 1.4948 -2.0477
H -1.166365 -4.170623 -1.551067 1.8242 1.2239 -0.6148
H -0.384909 -2.961708 -2.823687 0.5806 -1.3638 1.8639
H 0.634509 -4.436065 -2.068884 -1.7762 1.6336 0.1441
H 2.415119 -3.167569 -1.597765 -0.5073 1.1177 1.9955
H 2.387815 -3.417236 0.295093 -0.5586 1.3454 -1.7552
H 2.461775 -1.631968 -0.375714 -0.7071 -2.4008 -0.5889
H -3.695881 -0.654127 2.026835 0.7772 -1.7067 -1.3560
H -4.069652 -2.497635 1.992938 1.4714 1.8318 -1.2800
H -3.389109 -1.426671 -0.956801 -1.2792 0.0310 1.7491
H -5.299535 0.411919 -0.618491 -0.3408 -2.0608 0.9589
H -5.748796 -0.451538 1.046595 0.5127 -0.1543 -2.5013
H -6.387090 -1.234808 -0.545527 2.1429 1.5664 0.7309
H -4.715496 -3.070620 -1.358686 -0.1044 -0.0893 2.2800
C -0.289572 5.264726 3.199884 0.0618 0.0186 0.2547
C -0.610866 4.173149 2.200176 0.0999 0.5402 0.0330
O -1.682618 4.581994 1.363269 -0.1628 -0.0428 -0.4616
H -1.166565 5.494316 3.813918 0.1303 -0.1334 -0.0782
H 0.531876 4.963435 3.855807 -0.0454 0.1078 -0.0381
H -0.009425 6.190195 2.686245 0.0927 -0.1350 0.0294
H -0.911495 3.257042 2.717051 -0.1261 0.1288 -0.0791
H 0.257372 3.946815 1.573600 0.1912 -0.1211 0.1061
H -1.402522 5.391347 0.902497 -0.2080 -0.3736 0.2653
C 5.271404 -0.590431 -1.366983 -0.0445 0.2517 -0.0668
C 6.301117 -1.510897 -0.745196 -0.1674 -0.0696 -0.2780
O 5.687342 -2.728856 -0.350132 -0.2437 -0.3279 -0.0218
H 4.464592 -0.380468 -0.657170 0.1561 0.0160 0.0117
H 5.727658 0.355066 -1.673017 -0.0887 -0.0509 -0.0374
H 4.811014 -1.059542 -2.242641 0.1130 0.0681 -0.0257
H 6.742741 -1.047540 0.141966 -0.0712 -0.2401 -0.0458
H 7.104698 -1.736051 -1.453169 0.0739 0.2181 0.0328
H 5.305619 -3.136566 -1.146296 0.2542 0.1680 0.4312